Here is one molecule with the formula C4H8O2 from the OMol25 dataset. Energies are from the ωB97M-V functional and the def2-TZVPD basis.

## Properties
Structure (SMILES): CC1OCCO1
Gap between HOMO and LUMO in eV: 10.90
E_tot in eV: -8372.0369
Energy above the lowest of the compared OMol25 structures with the same formula, charge and spin in kcal/mol: 28.71
F_max in eV Å⁻¹: 0.39

Geometry as ORCA input:
```
! wB97M-V def2-TZVPD RIJCOSX def2/J DEFGRID3
* xyz 0 1
C -1.9388 -0.3241 0.3966
C -0.5382 -0.5570 -0.1174
O -0.1787 0.5058 -0.9992
C 1.0557 1.0245 -0.5351
C 1.6174 -0.1573 0.2322
O 0.4369 -0.5858 0.8998
H -2.2840 -1.1422 1.0342
H -2.5969 -0.2588 -0.4756
H -1.9941 0.6213 0.9435
H -0.4830 -1.5033 -0.6812
H 1.6388 1.3843 -1.3857
H 0.8893 1.8479 0.1731
H 2.3942 0.0936 0.9567
H 1.9814 -0.9489 -0.4420
*
```

Mulliken atomic charge list, values in e, 4 entries: -1.286, 0.400, -0.371, -0.300

***

Here is CF3LuMgNO3S3 as an isolated structure at a distorted geometry from the OMol25 dataset. Energies are from the ωB97M-V functional and the def2-TZVPD basis.

## Properties
Gap between HOMO and LUMO in eV: 5.87
E_tot in eV: -88383.6373
Energy above the lowest of the compared OMol25 structures with the same formula, charge and spin in kcal/mol: 0.00
F_max in eV Å⁻¹: 8.13

Geometry as ORCA input:
```
! wB97M-V def2-TZVPD RIJCOSX def2/J DEFGRID3
* xyz 1 1
Lu 1.3405 -0.2069 1.4667
N -0.9640 1.2959 -0.7509
S -0.7000 2.2990 0.6404
O 0.8671 1.8091 0.9067
S -1.4493 -0.2057 -0.3773
O -0.8959 -0.6366 0.9726
O -0.9999 -1.3373 -1.6504
C -3.2831 -0.1432 -0.0311
F -3.5606 0.6842 0.9578
F -3.8984 0.2504 -1.1323
F -3.6814 -1.3642 0.2860
Mg 1.5864 1.4162 -1.1577
S 2.1111 -1.2123 -1.1984
*
```

Mulliken atomic charge list, values in e, 4 entries: 1.491, -0.523, 0.278, -0.611

***

Here is a 2-piece molecular cluster, C4H9O3 overall at a distorted geometry from the OMol25 dataset. Energies are from the ωB97M-V functional and the def2-TZVPD basis.

## Properties
Gap between HOMO and LUMO in eV: 8.21
E_tot in eV: -10436.8115
Energy above the lowest of the compared OMol25 structures with the same formula, charge and spin in kcal/mol: 38.14
F_max in eV Å⁻¹: 3.58

Geometry as ORCA input:
```
! wB97M-V def2-TZVPD RIJCOSX def2/J DEFGRID3
* xyz -1 1
C -0.6251 2.2804 1.3374
O -1.3710 1.1036 1.1031
H -1.3341 0.6846 0.2580
H -1.3338 2.8926 1.7520
H -0.2393 2.6059 0.3825
H 0.2546 2.1101 1.9639
C 0.7847 -0.6450 -1.0544
C 0.9737 -1.6129 0.1811
C -0.6447 -1.0254 -1.4790
O -0.8498 -2.1479 -1.9070
O -1.3980 -0.0588 -1.3576
H 0.9423 0.4009 -0.8041
H 1.7541 -0.8926 -1.5605
H 2.0935 -1.6067 0.3057
H 0.7253 -2.6644 -0.1965
H 0.2677 -1.4242 1.0755
*
```

Mulliken atomic charge list, values in e, 4 entries: -0.643, -0.534, 0.422, 0.302

***

Here is a 3-piece molecular cluster, C24H43N2O2 overall at a distorted geometry from the OMol25 dataset. Energies are from the ωB97M-V functional and the def2-TZVPD basis.

## Properties
Gap between HOMO and LUMO in eV: 7.03
E_tot in eV: -32651.4121
Energy above the lowest of the compared OMol25 structures with the same formula, charge and spin in kcal/mol: 0.00
F_max in eV Å⁻¹: 3.43

Geometry as ORCA input:
```
! wB97M-V def2-TZVPD RIJCOSX def2/J DEFGRID3
* xyz 1 1
C -2.2826 -0.7199 0.9673
C -2.4703 0.8542 0.9085
C -3.8355 1.3518 0.2761
C -4.2618 0.6302 -1.0540
C -3.3810 1.0537 -2.2995
C -3.6190 0.1789 -3.5890
C -2.8811 -1.2194 -3.5907
C -1.5333 -1.2241 -4.4593
C -0.5153 -0.3054 -3.7066
C 0.2324 0.8132 -4.3145
C 1.1150 1.6014 -3.4444
N 1.2655 1.3290 -2.0925
C 2.1528 2.2086 -1.2531
C 2.9343 1.4173 -0.1469
C 2.3754 1.2064 1.3241
N 4.0578 0.9079 -0.5108
C 0.6217 0.2701 -1.4924
C -0.2844 -0.5805 -2.2671
H -2.1765 -1.0268 2.0511
H -3.1371 -1.3150 0.5619
H -1.2888 -0.9580 0.4913
H -2.4736 1.2132 1.9826
H -1.5805 1.3741 0.4358
H -4.6281 1.3512 1.0737
H -3.6796 2.4442 0.0093
H -4.3687 -0.4926 -0.9498
H -5.3127 0.9888 -1.2868
H -2.3102 1.1368 -1.9732
H -3.7118 2.1058 -2.5632
H -4.7226 -0.0356 -3.6644
H -3.3167 0.7898 -4.4852
H -2.7359 -1.6550 -2.5674
H -3.5655 -1.9392 -4.1364
H -1.7640 -0.7493 -5.4542
H -1.1275 -2.2678 -4.5939
H 0.1114 1.0316 -5.4004
H 1.6685 2.4465 -3.9181
H 1.4643 2.9955 -0.8173
H 2.8338 2.7753 -1.9516
H 1.9796 0.1431 1.3451
H 1.4845 1.8594 1.5407
H 3.1801 1.2730 2.0974
H 4.3827 0.4180 0.3400
H 0.7133 0.0146 -0.4048
H -0.8194 -1.4306 -1.7829
C -4.7278 -2.9194 5.3945
C -5.2963 -3.5967 4.1632
C -5.7063 -2.4086 3.3126
O -4.8020 -1.3400 3.6280
C -4.0526 -1.6986 4.7974
H -4.0434 -3.5476 5.9652
H -5.5412 -2.6101 6.0571
H -4.5108 -4.1660 3.6569
H -6.1238 -4.2737 4.3761
H -6.7195 -2.0746 3.5583
H -5.6607 -2.6230 2.2426
H -3.0274 -1.9265 4.4830
H -4.0250 -0.8538 5.4880
C 7.7711 1.3692 -0.1204
C 8.9258 1.8311 0.7470
C 9.0021 0.7227 1.7818
O 8.5578 -0.4776 1.1353
C 7.9605 -0.1368 -0.1211
H 7.7753 1.7989 -1.1226
H 6.8208 1.6265 0.3585
H 9.8462 1.8560 0.1567
H 8.7782 2.8170 1.1888
H 8.3308 0.9188 2.6250
H 10.0122 0.5780 2.1685
H 8.6464 -0.4499 -0.9153
H 7.0201 -0.6795 -0.2401
*
```

Mulliken atomic charge list, values in e, 4 entries: -0.598, -0.186, -1.007, -0.606

***

Here is a 2-piece molecular cluster, C27H41F8N6O4 overall at a distorted geometry from the OMol25 dataset. Energies are from the ωB97M-V functional and the def2-TZVPD basis.

## Properties
Gap between HOMO and LUMO in eV: 4.98
E_tot in eV: -67506.3070
F_max in eV Å⁻¹: 8.91

Geometry as ORCA input:
```
! wB97M-V def2-TZVPD RIJCOSX def2/J DEFGRID3
* xyz 1 1
C -4.8479 -7.1955 1.2809
C -4.8281 -5.5696 1.4884
C -6.3271 -4.9729 1.1546
C -4.6128 -5.3276 3.1296
C -3.5945 -4.7835 0.7553
C -3.2843 -5.2316 -0.7866
C -4.6011 -5.4863 -1.7269
C -2.3213 -6.5924 -0.9093
C -2.3675 -4.0176 -1.4807
C -2.7368 -3.2676 -2.8931
C -1.7715 -2.0909 -3.5869
C -0.3494 -1.6501 -2.8436
O 0.4773 -0.6445 -3.5282
C 1.4419 -0.0069 -2.5715
C 2.0447 1.3095 -3.3390
O 3.0324 2.0867 -2.5762
C 2.6383 2.2873 -1.1761
C 3.1785 3.7360 -0.5337
N 1.9911 4.6219 -0.4505
C 1.4379 5.2906 0.5958
N 0.1522 6.0936 0.3422
C -0.0683 6.5987 1.7597
N 1.0247 6.0893 2.6711
C 0.9369 6.4789 4.1246
F -0.4545 6.9922 4.4149
F 1.1675 5.3848 5.0952
C 1.9234 7.8057 4.3788
F 1.0687 8.9851 3.9770
F 2.2272 7.9625 5.8213
F 3.1023 7.8388 3.4826
N 1.9794 5.3093 1.9787
C 3.1543 4.7641 2.7158
C 3.0339 3.1376 3.0877
O 1.6629 2.6141 2.9603
C 1.6221 1.1754 3.3683
C 1.7358 0.1365 2.0893
F 1.2494 -1.2132 2.5599
F 0.8236 0.5432 0.9896
F 3.1486 -0.0443 1.6066
C -0.0176 -2.3931 -1.4205
C -0.9785 -3.5606 -0.7254
H -5.5399 -7.5740 0.4098
H -5.3144 -7.6502 2.2808
H -3.7638 -7.6872 1.2108
H -6.7175 -5.2311 0.0720
H -7.0740 -5.5330 1.8978
H -6.4089 -3.8313 1.4310
H -3.5222 -5.6774 3.3913
H -5.3340 -6.0421 3.7575
H -4.8529 -4.2191 3.4286
H -2.6497 -4.8851 1.4774
H -3.8541 -3.6184 0.7618
H -4.3465 -5.5631 -2.8896
H -5.3967 -4.6333 -1.6289
H -5.1246 -6.4931 -1.4398
H -1.5487 -6.5203 -0.0088
H -1.6958 -6.4604 -1.8917
H -2.9424 -7.5893 -0.8566
H -3.7049 -3.5338 -3.5063
H -2.0391 -1.5610 -4.6063
H 0.7691 0.2721 -1.6252
H 2.2552 -0.7606 -2.1834
H 1.1355 1.9461 -3.7085
H 2.5946 0.9033 -4.3143
H 1.4774 2.2799 -0.9801
H 3.0768 1.3978 -0.5155
H 3.9017 4.1735 -1.3762
H 3.7595 3.4508 0.4166
H 1.4707 4.7613 -1.3723
H -1.0016 7.2814 1.9325
H 3.4244 5.2874 3.7334
H 4.1346 4.8599 2.0421
H 3.3538 2.9873 4.2261
H 3.7882 2.4918 2.4476
H 2.5084 0.8867 4.0981
H 0.5784 0.9453 3.8894
H 0.9710 -2.1331 -0.8283
H -0.6828 -4.0632 0.2889
C 4.7240 2.7526 -5.7085
O 3.7120 2.1267 -5.9821
N 5.7696 2.8483 -6.5495
N 4.8841 3.4027 -4.5418
H 6.6112 3.3590 -6.3422
H 5.6900 2.3733 -7.4392
H 4.1204 3.3561 -3.8800
H 5.7099 3.9232 -4.2985
*
```

Mulliken atomic charge list, values in e, 4 entries: -1.168, 1.376, -1.272, -1.333